{
  "formula": "C19H23N3O4",
  "method": "ωB97M-V/def2-TZVPD",
  "multiplicity": 1,
  "mol_weight_g_mol": 357.4,
  "total_charge": 0,
  "gap_ev": 7.36,
  "de_lowest_kcal_mol": 104.0,
  "species": ["C", "C", "C", "C", "O", "N", "C", "C", "N", "C", "C", "N", "C", "C", "C", "C", "C", "C", "O", "C", "C", "O", "C", "C", "C", "O", "H", "H", "H", "H", "H", "H", "H", "H", "H", "H", "H", "H", "H", "H", "H", "H", "H", "H", "H", "H", "H", "H", "H"],
  "xyz": [[1.299, -2.155, -4.678], [-0.085, -2.201, -4.099], [-1.159, -1.350, -4.292], [-2.228, -1.882, -3.459], [-3.309, -1.354, -3.321], [-1.852, -3.073, -2.854], [-2.519, -3.733, -1.705], [-2.732, -2.810, -0.493], [-1.544, -1.946, -0.380], [-0.359, -2.437, 0.411], [0.879, -1.553, 0.178], [0.539, -0.145, 0.389], [1.568, 0.775, 0.726], [2.020, 1.728, -0.211], [3.079, 2.590, 0.094], [3.683, 2.559, 1.349], [3.222, 1.620, 2.272], [2.228, 0.680, 1.982], [1.780, -0.214, 2.950], [2.401, -0.219, 4.217], [2.809, 1.252, 4.559], [3.664, 1.823, 3.557], [-0.647, 0.375, -0.340], [-1.887, -0.527, -0.146], [-0.535, -3.232, -3.172], [0.128, -4.202, -2.853], [1.641, -3.170, -4.958], [2.021, -1.770, -3.939], [1.332, -1.486, -5.560], [-1.243, -0.433, -4.913], [-3.520, -4.101, -2.036], [-1.891, -4.564, -1.365], [-2.884, -3.379, 0.438], [-3.633, -2.207, -0.614], [-0.109, -3.466, 0.133], [-0.585, -2.455, 1.475], [1.659, -1.883, 0.866], [1.250, -1.694, -0.832], [1.672, 1.771, -1.246], [3.469, 3.195, -0.710], [4.533, 3.183, 1.584], [3.292, -0.851, 4.193], [1.672, -0.595, 4.948], [3.320, 1.345, 5.530], [1.877, 1.817, 4.611], [-0.946, 1.379, 0.029], [-0.472, 0.499, -1.390], [-2.297, -0.391, 0.864], [-2.684, -0.176, -0.832]],
  "forces_ev_per_angstrom": [[0.0, 0.0, -0.2], [-1.2, 3.0, -1.4], [3.0, -1.1, -0.3], [-2.3, 0.7, 0.6], [-0.2, -0.1, 0.2], [-0.3, 0.4, 0.5], [-0.9, -0.1, -0.3], [1.3, 0.5, 0.1], [0.3, 0.7, 0.0], [-0.9, 0.5, -0.7], [-1.0, 0.3, 0.1], [-0.8, 0.6, 0.6], [0.3, -0.6, -0.6], [0.5, -0.1, 0.4], [0.1, -0.6, 0.4], [-0.4, -0.6, -1.0], [-0.3, 0.8, 0.4], [-0.3, 0.5, 0.3], [-0.5, 0.0, -1.2], [0.9, 1.6, 0.1], [-0.2, -0.7, 0.0], [-0.1, -1.0, 0.7], [-0.2, -0.2, 1.1], [0.7, -0.4, 0.2], [1.0, -2.9, 0.5], [0.1, 0.5, 0.3], [-0.2, 0.5, 0.1], [-0.3, -0.2, -0.2], [-0.1, -0.4, 0.5], [0.0, -1.0, 0.6], [0.9, 0.0, 0.1], [0.0, 0.1, -0.6], [0.0, -0.3, -0.3], [0.2, 0.2, -0.2], [-0.2, 0.1, -0.3], [-0.1, 0.2, 0.4], [0.0, 0.3, 0.1], [0.1, -0.2, -0.5], [-0.4, -0.3, 0.5], [0.0, 0.3, 0.1], [-0.1, 0.1, 0.2], [0.0, -0.1, 0.1], [0.2, 0.1, -0.3], [-0.1, -0.2, -0.5], [0.0, 0.2, -0.1], [0.6, -0.5, 0.1], [0.3, -0.1, -0.9], [0.2, 0.1, 0.2], [0.5, -0.5, 0.1]]
}